17
Properties=species:S:1:pos:R:3 method="wB97M-V/def2-TZVPD" e_homo_ev=-9.108 gap_ev=9.8726 max_force_ev_per_a=5.58 e_lumo_ev=0.76 e_tot_ev=-9336.1822 relative_energy_kcal_mol=64.7
C 0.09 1.56 -0.57
N -0.11 0.11 -0.90
C -0.41 -0.23 -2.25
O -1.10 0.57 -2.90
C 0.75 -0.74 -0.07
C 0.39 -0.82 1.45
N -0.98 -0.23 1.69
H -0.15 1.71 0.47
H -0.34 2.32 -1.23
H 1.13 1.91 -0.59
H -0.49 -1.29 -2.41
H 0.61 -1.75 -0.56
H 1.86 -0.26 -0.20
H 0.46 -1.86 1.79
H 1.03 -0.21 2.01
H -0.95 0.23 2.60
H -1.80 -1.00 1.67

***

17
Properties=species:S:1:pos:R:3 method="wB97M-V/def2-TZVPD" e_homo_ev=-7.903 gap_ev=8.4267 max_force_ev_per_a=0.45 e_lumo_ev=0.52 e_tot_ev=-9334.2578 relative_energy_kcal_mol=109.1
C -2.01 1.13 1.80
N -0.39 0.69 1.30
C 0.00 0.86 -0.05
O -0.16 1.93 -0.60
N 0.55 -0.24 -0.64
C 1.12 -0.11 -1.97
C 0.63 -1.54 0.00
H -0.58 1.56 1.93
H -2.39 1.47 0.83
H -2.43 0.13 2.01
H -0.03 -0.09 1.83
H 2.20 -0.31 -1.95
H 0.94 0.91 -2.32
H 0.64 -0.81 -2.66
H -0.28 -1.77 0.55
H 0.74 -2.30 -0.78
H 1.50 -1.63 0.67

***

17
Properties=species:S:1:pos:R:3 method="wB97M-V/def2-TZVPD" e_homo_ev=-7.850 gap_ev=8.8739 max_force_ev_per_a=1.77 e_lumo_ev=1.02 e_tot_ev=-9335.6636 relative_energy_kcal_mol=76.7
C 0.03 -2.27 0.96
C 0.40 -1.06 0.16
C -0.12 0.16 0.33
N -1.19 0.48 1.16
N 0.32 1.30 -0.39
C -0.33 1.45 -1.67
O 1.79 1.16 -0.63
H -0.81 -2.79 0.49
H 0.87 -2.96 1.02
H -0.27 -2.01 1.97
H 1.13 -1.19 -0.62
H -1.32 -0.16 1.94
H -1.19 1.45 1.45
H 0.07 2.34 -2.16
H -0.18 0.58 -2.31
H -1.40 1.59 -1.49
H 2.21 1.94 -0.24

***

17
Properties=species:S:1:pos:R:3 method="wB97M-V/def2-TZVPD" e_homo_ev=-9.203 gap_ev=10.1382 max_force_ev_per_a=2.31 e_lumo_ev=0.94 e_tot_ev=-9337.5987 relative_energy_kcal_mol=32.0
C -2.05 0.45 0.20
C -0.73 -0.20 0.63
C 0.51 0.45 -0.03
N 1.24 1.39 0.81
C 1.46 -0.65 -0.44
N 1.15 -1.41 -1.56
O 2.38 -0.98 0.27
H -2.83 -0.16 0.67
H -2.25 0.23 -0.85
H -2.07 1.51 0.40
H -0.58 -0.20 1.71
H -0.78 -1.26 0.36
H 0.11 0.94 -0.93
H 1.59 0.93 1.63
H 0.67 2.20 1.00
H 1.15 -0.85 -2.41
H 1.03 -2.38 -1.46

***

17
Properties=species:S:1:pos:R:3 method="wB97M-V/def2-TZVPD" e_homo_ev=-9.608 gap_ev=10.2510 max_force_ev_per_a=10.22 e_lumo_ev=0.64 e_tot_ev=-9334.4741 relative_energy_kcal_mol=104.1
C -0.30 1.87 -0.10
C 0.23 0.56 -0.78
C 1.79 0.63 -0.90
C -0.15 -0.80 -0.29
O 0.10 -1.72 -1.06
N -0.93 -0.93 0.80
N -0.84 -0.05 1.89
H 0.04 2.51 -0.66
H 0.20 2.28 0.81
H -1.41 1.83 -0.02
H -0.04 0.66 -1.68
H 2.22 0.70 0.10
H 1.99 -0.26 -1.31
H 2.16 1.63 -1.46
H -0.90 -1.99 1.07
H -1.83 0.17 2.42
H -0.19 -0.45 2.74

***

17
Properties=species:S:1:pos:R:3 method="wB97M-V/def2-TZVPD" e_homo_ev=-8.761 gap_ev=9.6923 max_force_ev_per_a=3.59 e_lumo_ev=0.93 e_tot_ev=-9335.9504 relative_energy_kcal_mol=70.0
C -0.33 0.17 -2.09
C 0.33 0.10 -0.69
C 1.24 1.27 -0.34
O 0.95 2.44 -0.34
N -0.62 -0.12 0.40
C -0.85 -1.51 0.71
N -0.53 -1.86 2.12
H 0.44 0.28 -2.83
H -1.08 -0.61 -2.00
H -0.84 1.13 -2.19
H 1.00 -0.77 -0.79
H 2.24 0.94 -0.02
H -0.40 0.45 1.21
H -0.42 -2.21 -0.02
H -1.92 -1.75 0.55
H 0.02 -1.06 2.39
H -1.29 -2.38 2.50

***

17
Properties=species:S:1:pos:R:3 method="wB97M-V/def2-TZVPD" e_homo_ev=-9.103 gap_ev=10.0584 max_force_ev_per_a=0.90 e_lumo_ev=0.96 e_tot_ev=-9337.3541 relative_energy_kcal_mol=37.7
N 0.75 -1.09 2.07
C 1.52 -0.12 1.27
C 1.01 -0.02 -0.17
C -0.53 0.12 -0.23
N -0.98 1.18 0.66
C -0.86 0.32 -1.68
O -1.18 -0.54 -2.45
H 0.23 -0.65 2.81
H 1.28 -1.87 2.40
H 2.56 -0.44 1.24
H 1.49 0.84 1.77
H 1.30 -0.91 -0.74
H 1.41 0.87 -0.67
H -0.94 -0.84 0.09
H -1.99 1.13 0.76
H -0.77 2.09 0.27
H -0.79 1.38 -2.04

***

17
Properties=species:S:1:pos:R:3 method="wB97M-V/def2-TZVPD" e_homo_ev=-7.699 gap_ev=8.6065 max_force_ev_per_a=4.19 e_lumo_ev=0.91 e_tot_ev=-9334.4240 relative_energy_kcal_mol=105.2
C -0.68 0.17 -1.79
C -0.14 0.92 -0.58
O 0.37 2.03 -0.72
C -1.15 0.63 0.79
C -0.19 -0.13 1.62
N 1.13 -0.23 0.66
N 1.48 -1.31 -0.22
H -1.04 -0.82 -1.50
H 0.12 0.08 -2.53
H -1.50 0.73 -2.23
H -2.00 0.04 0.44
H -1.45 1.59 1.21
H 0.16 0.41 2.50
H -0.52 -1.15 1.87
H 1.74 0.59 0.69
H 2.48 -1.35 -0.37
H 1.19 -2.21 0.16

***

17
Properties=species:S:1:pos:R:3 method="wB97M-V/def2-TZVPD" e_homo_ev=-8.896 gap_ev=9.7179 max_force_ev_per_a=3.60 e_lumo_ev=0.82 e_tot_ev=-9336.6675 relative_energy_kcal_mol=53.5
C 2.26 -0.38 0.42
N 1.23 0.09 1.42
C -0.18 0.45 1.07
O -0.71 1.35 1.61
C -0.79 -0.25 -0.21
C -2.21 0.23 -0.34
N 0.04 0.15 -1.36
H 2.09 -1.40 0.09
H 2.36 0.40 -0.34
H 3.23 -0.31 0.93
H 1.09 -0.83 1.83
H -0.76 -1.34 -0.09
H -2.22 1.28 -0.60
H -2.73 0.16 0.62
H -2.65 -0.37 -1.14
H -0.04 -0.34 -2.24
H 0.00 1.12 -1.66

***

17
Properties=species:S:1:pos:R:3 method="wB97M-V/def2-TZVPD" e_homo_ev="-14.218 / -13.763" gap_ev="10.6835 / 4.4121" s_squared=0.762 multiplicity=2 max_force_ev_per_a=3.26 e_lumo_ev="-3.53 / -9.35" e_tot_ev=-9327.8126 relative_energy_kcal_mol=48.8 charge=+1
C -0.75 -0.51 0.36
N -0.35 0.29 1.43
C -1.20 1.18 2.13
O -2.31 1.48 1.84
C -0.01 -0.20 -1.00
C 1.42 0.32 -0.75
N 0.05 -1.27 -1.99
H -1.84 -0.41 0.22
H -0.60 -1.62 0.53
H 0.65 0.17 1.59
H -0.73 1.50 3.08
H -0.64 0.62 -1.42
H 1.86 -0.23 0.13
H 2.03 0.53 -1.63
H 1.34 1.34 -0.28
H 0.36 -2.14 -1.56
H 0.73 -1.03 -2.70

***

18
Properties=species:S:1:pos:R:3 method="wB97M-V/def2-TZVPD" e_homo_ev=-9.267 gap_ev=9.9174 max_force_ev_per_a=2.40 e_lumo_ev=0.65 e_tot_ev=-11386.1485 relative_energy_kcal_mol=17.4
C -0.65 1.69 -2.16
C 0.83 1.53 -1.90
N 1.29 0.33 -1.37
O 1.64 2.43 -2.06
H -1.15 1.61 -1.20
H -0.97 0.99 -2.94
H -0.82 2.64 -2.67
H 2.26 0.19 -1.16
H 0.76 -0.53 -1.41
C -0.76 -2.08 2.27
C -0.12 -1.19 1.25
N 0.21 0.03 1.78
O -0.13 -1.41 0.05
H -0.68 -3.11 1.91
H -1.84 -1.95 2.23
H -0.55 -2.09 3.34
H 0.53 0.82 1.27
H 0.17 0.09 2.78

***

18
Properties=species:S:1:pos:R:3 method="wB97M-V/def2-TZVPD" e_homo_ev=-10.062 gap_ev=10.2374 max_force_ev_per_a=2.11 e_lumo_ev=0.18 e_tot_ev=-11385.2181 relative_energy_kcal_mol=38.9
H 2.34 0.63 1.45
N 1.35 0.89 1.33
C 1.04 0.86 0.07
C 2.03 0.50 -1.00
C -0.39 1.20 -0.35
N -1.12 1.80 0.63
O -0.82 0.90 -1.45
H 2.48 -0.47 -0.76
H 1.57 0.44 -1.98
H 2.82 1.26 -1.02
H -2.10 1.97 0.50
H -0.71 1.85 1.56
C -1.39 -2.02 0.54
O -1.55 -2.40 -0.82
H -2.10 -1.23 0.78
H -1.59 -2.88 1.18
H -0.37 -1.68 0.70
H -1.49 -1.59 -1.35

***

18
Properties=species:S:1:pos:R:3 method="wB97M-V/def2-TZVPD" e_homo_ev=-9.168 gap_ev=9.8151 max_force_ev_per_a=4.97 e_lumo_ev=0.65 e_tot_ev=-11380.9034 relative_energy_kcal_mol=138.4
H 2.78 -1.23 -0.88
N 2.06 -1.51 -0.21
C 1.34 -0.48 0.16
C -0.06 -0.81 0.56
C -1.14 -0.17 -0.30
C -2.44 -0.98 0.03
O -1.41 1.22 -0.24
N 1.40 0.79 -0.38
O 0.82 1.66 0.55
H 0.17 -1.96 0.49
H -0.25 -0.43 1.51
H -0.86 -0.30 -1.35
H -2.02 -2.10 0.35
H -2.73 -0.46 1.08
H -3.23 -1.13 -0.78
H -1.96 1.33 -0.94
H 2.45 0.86 -0.60
H -0.07 2.02 0.17

***

18
Properties=species:S:1:pos:R:3 method="wB97M-V/def2-TZVPD" e_homo_ev=-8.934 gap_ev=9.6802 max_force_ev_per_a=2.20 e_lumo_ev=0.75 e_tot_ev=-11384.7768 relative_energy_kcal_mol=49.0
C -0.14 1.96 0.11
N 0.87 1.20 -0.59
C 1.61 0.32 -0.05
N 2.58 -0.35 -0.70
O 1.57 -0.06 1.23
H -0.50 1.50 1.04
H 0.23 2.96 0.34
H -1.02 2.06 -0.53
H 2.94 0.13 -1.52
H 3.27 -0.77 -0.10
H 0.83 0.34 1.70
C -2.21 -1.03 0.21
C -1.13 -1.69 -0.58
O -0.42 -2.58 -0.12
H -3.08 -1.69 0.27
H -2.50 -0.10 -0.28
H -1.84 -0.80 1.22
H -1.07 -1.40 -1.65

***

18
Properties=species:S:1:pos:R:3 method="wB97M-V/def2-TZVPD" e_homo_ev=-9.429 gap_ev=10.2669 max_force_ev_per_a=7.24 e_lumo_ev=0.84 e_tot_ev=-11383.6391 relative_energy_kcal_mol=75.3
N -2.09 1.87 -1.20
C -0.82 1.37 -0.80
O 0.10 1.55 -1.53
C -0.75 0.49 0.37
C 0.43 -0.54 0.31
N 1.68 0.28 0.73
C 0.21 -1.78 1.24
O 1.16 -2.82 0.86
H -1.98 2.35 -2.03
H -2.85 1.97 -0.69
H -0.49 1.01 1.33
H -1.73 -0.10 0.24
H 0.46 -1.00 -0.63
H 2.47 -0.22 0.66
H 1.65 1.10 -0.02
H 0.50 -1.88 2.21
H -0.82 -2.11 0.88
H 1.22 -3.22 0.06

***

18
Properties=species:S:1:pos:R:3 method="wB97M-V/def2-TZVPD" e_homo_ev=-9.475 gap_ev=10.2687 max_force_ev_per_a=4.24 e_lumo_ev=0.79 e_tot_ev=-11385.3189 relative_energy_kcal_mol=36.5
C -1.44 1.35 0.76
C -1.42 1.20 -0.72
N -2.17 2.08 -1.43
O -0.96 0.26 -1.28
H -1.48 2.30 1.39
H -0.63 0.66 1.15
H -2.32 0.93 1.06
H -2.51 1.92 -2.39
H -2.15 3.09 -1.21
C 1.61 -2.51 0.60
C 1.68 -1.08 0.68
N 1.96 -0.41 -0.51
O 1.65 -0.67 1.85
H 0.58 -2.86 0.79
H 2.06 -3.07 1.44
H 1.81 -2.93 -0.39
H 2.17 0.55 -0.42
H 1.55 -0.78 -1.37

***

18
Properties=species:S:1:pos:R:3 method="wB97M-V/def2-TZVPD" e_homo_ev=-9.392 gap_ev=10.1734 max_force_ev_per_a=6.37 e_lumo_ev=0.78 e_tot_ev=-11384.3202 relative_energy_kcal_mol=59.6
N 2.29 1.90 -0.66
C 1.47 0.70 -0.74
O 1.49 -0.01 -1.71
C 0.72 0.47 0.59
C -0.58 -0.21 0.14
N -0.61 -1.51 -0.43
C -1.61 -0.36 1.46
O -2.88 -0.83 1.09
H 2.82 2.17 -1.38
H 2.21 2.37 0.21
H 1.08 -0.34 1.18
H 0.74 1.36 1.14
H -0.97 0.43 -0.67
H -0.05 -1.66 -1.19
H -0.39 -2.24 0.23
H -1.24 -1.00 2.18
H -1.98 0.53 1.92
H -2.86 -1.16 0.21

***

18
Properties=species:S:1:pos:R:3 method="wB97M-V/def2-TZVPD" e_homo_ev=-9.643 gap_ev=10.3137 max_force_ev_per_a=1.06 e_lumo_ev=0.67 e_tot_ev=-11385.7160 relative_energy_kcal_mol=27.4
N -0.54 2.21 1.03
C -1.46 1.23 0.84
O -2.47 1.17 1.50
C -1.10 0.19 -0.19
C 0.28 -0.42 -0.01
N 1.31 0.51 -0.44
C 0.35 -1.77 -0.71
O 1.49 -2.54 -0.34
H 0.23 2.31 0.38
H -0.83 2.92 1.69
H -1.87 -0.59 -0.16
H -1.23 0.61 -1.20
H 0.36 -0.64 1.05
H 2.18 0.36 0.05
H 1.40 0.51 -1.45
H -0.54 -2.38 -0.53
H 0.40 -1.65 -1.80
H 2.02 -2.04 0.29

***

18
Properties=species:S:1:pos:R:3 method="wB97M-V/def2-TZVPD" e_homo_ev=-9.925 gap_ev=10.5417 max_force_ev_per_a=2.30 e_lumo_ev=0.62 e_tot_ev=-11385.9064 relative_energy_kcal_mol=23.0
C -0.03 -0.56 -1.71
C -1.32 -1.31 -1.46
N -2.44 -0.90 -2.08
O -1.25 -2.31 -0.77
H 0.53 -1.03 -2.53
H 0.59 -0.76 -0.84
H 0.02 0.51 -1.95
H -3.35 -1.32 -1.94
H -2.45 -0.22 -2.81
C 2.00 0.74 1.26
C 1.01 1.28 2.25
N -0.28 0.81 2.19
O 1.27 2.15 3.06
H 2.62 1.57 0.90
H 1.79 0.36 0.25
H 2.67 -0.05 1.63
H -0.80 0.91 3.05
H -0.58 0.14 1.51

***

18
Properties=species:S:1:pos:R:3 method="wB97M-V/def2-TZVPD" e_homo_ev=-7.946 gap_ev=8.3913 max_force_ev_per_a=1.16 e_lumo_ev=0.45 e_tot_ev=-11383.2395 relative_energy_kcal_mol=84.5
C -0.22 1.28 0.99
C -1.20 -0.24 -1.26
N -0.55 -0.39 0.03
N 1.09 1.35 1.43
C 0.47 -1.31 0.10
C 1.02 -2.04 -0.88
O -1.13 0.89 1.86
O -0.61 2.25 0.13
H -1.37 0.02 1.23
H 0.16 2.67 -0.28
H 1.80 1.53 0.73
H 1.29 0.70 2.18
H 0.90 -1.39 1.10
H -1.99 0.51 -1.17
H -0.50 0.08 -2.04
H -1.66 -1.18 -1.58
H 0.64 -2.04 -1.89
H 1.87 -2.67 -0.67

***

18
Properties=species:S:1:pos:R:3 method="wB97M-V/def2-TZVPD" e_homo_ev="-8.861 / -8.747" gap_ev="9.3789 / 9.4137" max_force_ev_per_a=6.18 e_lumo_ev="0.52 / 0.67" e_tot_ev=-11381.2945 relative_energy_kcal_mol=129.3
C 1.41 -0.47 -0.19
C -0.07 -0.12 -0.06
C -0.34 1.29 -0.60
C -0.55 -0.25 1.38
N -0.78 -1.06 -0.90
O -0.21 -1.74 -1.79
N -2.27 -1.25 -0.86
O -2.59 -2.12 -1.78
H 1.59 -1.49 0.14
H 1.72 -0.40 -1.23
H 2.01 0.21 0.40
H -1.38 1.57 -0.44
H -0.13 1.32 -1.67
H 0.31 2.00 -0.10
H -1.62 -0.09 1.44
H -0.31 -1.24 1.77
H -0.04 0.50 2.00
H -1.72 -2.37 -2.24

***

18
Properties=species:S:1:pos:R:3 method="wB97M-V/def2-TZVPD" e_homo_ev=-8.744 gap_ev=9.4126 max_force_ev_per_a=1.96 e_lumo_ev=0.67 e_tot_ev=-11383.9936 relative_energy_kcal_mol=67.1
H -1.88 1.95 -0.03
N -1.11 1.85 -0.69
C -0.08 1.41 -0.07
N 0.03 1.29 1.27
O 1.01 1.09 -0.86
C 2.15 0.40 -0.33
H -0.65 1.80 1.82
H 0.95 1.38 1.68
H 2.57 -0.19 -1.15
H 2.91 1.10 0.02
H 1.86 -0.29 0.47
C -0.79 -2.29 0.48
C -0.99 -1.53 -0.60
O -2.24 -1.30 -1.09
H 0.21 -2.44 0.87
H -1.62 -2.73 1.02
H -0.17 -0.99 -1.13
H -2.17 -0.51 -1.67

***

18
Properties=species:S:1:pos:R:3 method="wB97M-V/def2-TZVPD" e_homo_ev=-8.779 gap_ev=9.7723 max_force_ev_per_a=5.24 e_lumo_ev=0.99 e_tot_ev=-11380.4222 relative_energy_kcal_mol=149.4
H -1.11 2.73 -1.96
N -0.42 2.06 -1.48
C -0.77 1.21 -0.69
C 0.40 0.31 0.35
N 0.09 -1.09 0.19
O 1.17 -1.67 -0.41
C 1.16 -1.35 -1.77
O 0.26 0.79 1.71
C -0.87 0.33 2.35
H -1.80 0.70 -0.59
H 1.43 0.48 0.11
H 0.18 -1.56 1.07
H 0.36 -1.86 -2.33
H 2.09 -1.72 -2.27
H 1.26 -0.23 -1.93
H -1.67 1.12 2.26
H -0.63 0.36 3.43
H -1.15 -0.62 1.95

***

18
Properties=species:S:1:pos:R:3 method="wB97M-V/def2-TZVPD" e_homo_ev=-8.116 gap_ev=8.9420 max_force_ev_per_a=2.95 e_lumo_ev=0.83 e_tot_ev=-11382.9442 relative_energy_kcal_mol=91.3
C 0.24 2.40 0.12
C 0.57 1.13 0.39
C 1.63 0.43 -0.41
N 0.14 0.51 1.57
H -0.44 2.96 0.77
H 0.68 2.94 -0.71
H 2.59 0.41 0.11
H 1.35 -0.61 -0.60
H 1.78 0.90 -1.39
H 0.61 -0.36 1.81
H -0.85 0.66 1.75
N -1.19 -1.28 -1.65
O -1.67 -1.24 -0.27
C -0.92 -2.05 0.63
O -1.23 -2.30 1.78
H -1.25 -0.28 -1.87
H -1.97 -1.72 -2.14
H -0.07 -2.52 0.11

***

18
Properties=species:S:1:pos:R:3 method="wB97M-V/def2-TZVPD" e_homo_ev="-14.229 / -14.031" gap_ev="5.4553 / 5.1450" s_squared=0.830 multiplicity=2 max_force_ev_per_a=7.32 e_lumo_ev="-8.77 / -8.89" e_tot_ev=-11366.5700 relative_energy_kcal_mol=266.2 charge=+1
N 2.53 -1.60 0.50
C 2.05 -0.20 0.26
C 0.90 -0.20 -0.83
N -0.46 -0.29 -0.15
C -1.12 0.98 -0.13
C -2.33 0.78 0.77
O -2.75 -0.43 0.96
O 1.02 0.85 -1.60
H 3.31 -1.58 1.16
H 1.42 -0.05 1.14
H 2.42 0.83 0.13
H 2.99 -0.81 -0.30
H 0.96 -1.16 -1.37
H -0.33 1.79 0.03
H -1.57 1.15 -1.14
H -1.91 1.33 1.67
H -3.15 1.49 0.47
H -1.24 -0.97 0.04

***

19
Properties=species:S:1:pos:R:3 method="wB97M-V/def2-TZVPD" e_homo_ev=-9.646 gap_ev=10.4324 max_force_ev_per_a=6.01 e_lumo_ev=0.79 e_tot_ev=-22216.9784 relative_energy_kcal_mol=66.9
C 1.70 -0.75 -0.34
C 0.77 0.06 -0.89
C 0.44 0.34 -2.32
N -0.11 1.07 0.15
N 0.68 1.28 1.32
S -1.50 0.21 0.50
C -1.12 -1.28 1.41
O -2.18 -0.13 -0.74
O -2.26 1.00 1.46
H 2.05 -0.66 0.67
H 2.35 -1.35 -1.01
H 0.69 1.32 -2.61
H -0.59 0.23 -2.38
H 0.91 -0.23 -3.09
H 0.86 2.25 1.33
H 0.32 0.97 2.15
H -0.34 -1.60 0.64
H -0.66 -0.94 2.38
H -2.00 -1.76 1.37

***

19
Properties=species:S:1:pos:R:3 method="wB97M-V/def2-TZVPD" e_homo_ev=-9.239 gap_ev=9.7894 max_force_ev_per_a=1.36 e_lumo_ev=0.55 e_tot_ev=-13430.9617 relative_energy_kcal_mol=66.8
N -1.36 1.98 -0.04
C -0.12 1.65 -0.43
O 0.25 1.63 -1.59
C 0.79 1.31 0.75
O 0.34 1.14 1.87
H -1.59 1.92 0.95
H -2.11 2.08 -0.70
H 1.86 1.46 0.54
C -1.01 -1.58 0.92
C -0.16 -1.51 -0.33
O 1.04 -0.72 -0.05
N 1.87 -0.70 -1.21
H -1.41 -0.60 1.19
H -1.83 -2.27 0.79
H -0.37 -1.84 1.78
H -0.70 -1.03 -1.16
H 0.19 -2.50 -0.63
H 2.79 -0.45 -0.86
H 1.53 0.06 -1.80

***

21
Properties=species:S:1:pos:R:3 method="wB97M-V/def2-TZVPD" e_homo_ev="-8.615 / -8.629" gap_ev="7.2411 / 7.2298" max_force_ev_per_a=4.20 e_lumo_ev="-1.37 / -1.40" e_tot_ev=-26309.7009 relative_energy_kcal_mol=116.0
C -1.76 -2.32 -0.17
C -1.36 -1.04 0.73
C -0.01 -0.40 0.40
S -0.20 0.21 -1.34
O 1.14 1.03 -1.50
C 0.21 0.83 1.18
O -0.73 1.36 1.74
N 1.50 1.40 0.99
O 1.73 2.41 2.03
H -1.87 -2.09 -1.29
H -1.07 -3.08 0.11
H -2.73 -2.64 0.07
H -2.13 -0.37 0.67
H -1.31 -1.39 1.83
H 0.81 -1.07 0.46
H 1.07 2.04 -1.32
H 2.31 0.78 0.99
H 1.02 3.08 1.88
N -0.39 3.38 -0.30
O 0.60 3.61 -1.00
H -1.34 3.89 -0.48